No. 1
52
Properties=species:S:1:pos:R:3:mulliken_charge:R:1 method="wB97M-V/def2-TZVPD" e_tot_ev=-47952.3462 total_charge=+2 gap_ev=7.55 homo_energy_ev=-15.38 fmax_ev_per_a=0.24 lumo_energy_ev=-7.8286 e_above_lowest_ev=0.058
Tc -0.83403 0.21792 -0.05087 -1.085
N -1.75328 -1.03594 1.50086 -0.456
C -1.89464 -0.20298 2.72978 -0.522
C -2.18025 1.23399 2.32884 0.290
O -2.61039 2.05557 3.08467 -0.534
N -1.91754 1.45953 0.97771 0.038
C -2.31606 2.74164 0.41144 -0.408
C -1.87390 2.75734 -1.03468 0.116
O -2.04363 3.64951 -1.80090 -0.526
O -1.28337 1.58715 -1.40209 -0.553
H -2.68184 -1.32880 1.20611 0.287
H -1.24288 -1.88649 1.71563 0.257
H -0.95904 -0.23504 3.28800 0.211
H -2.69385 -0.56378 3.37418 0.495
H -1.86948 3.57480 0.95662 0.419
H -3.39790 2.88111 0.45665 0.409
C 2.71530 -0.43008 -1.20129 -1.425
P 1.08132 0.17849 -1.68078 1.219
C 1.38392 1.86468 -2.24576 -1.504
C 0.66732 -0.84740 -3.14472 -1.289
C -0.83775 -1.04627 -3.26572 -0.856
P -1.45122 -1.55108 -1.63327 1.179
C -0.91816 -3.25085 -1.33757 -1.361
C -3.25570 -1.57610 -1.74971 -1.373
H 3.32136 -0.46714 -2.10899 0.538
H 2.66230 -1.42892 -0.76934 0.365
H 3.19175 0.24405 -0.49199 0.469
H 2.27881 1.85148 -2.87084 0.511
H 1.55819 2.51381 -1.38681 0.330
H 0.53396 2.24798 -2.80339 0.390
H 1.18611 -1.80159 -3.02906 0.432
H 1.08933 -0.35954 -4.02590 0.543
H -1.09863 -1.78768 -4.02305 0.633
H -1.34288 -0.10903 -3.51147 0.436
H -1.29256 -3.90430 -2.12713 0.440
H -1.30838 -3.60937 -0.38441 0.426
H 0.16956 -3.30979 -1.30983 0.379
H -3.55691 -2.20692 -2.58838 0.481
H -3.62634 -0.56476 -1.92090 0.394
H -3.70960 -1.97959 -0.84424 0.406
C 0.63016 0.08121 0.89368 0.769
C 1.68842 0.21827 1.80218 1.048
C 2.04201 1.50991 2.24970 -0.133
C 3.04784 1.65095 3.18117 -0.874
C 3.70057 0.52133 3.67097 -0.335
C 3.35716 -0.75854 3.23414 -0.819
C 2.35655 -0.91873 2.30199 -0.210
H 1.51515 2.37397 1.86460 0.498
H 3.32608 2.63490 3.53258 0.461
H 4.48764 0.63875 4.40437 0.457
H 3.87621 -1.62177 3.62720 0.451
H 2.08322 -1.90584 1.95002 0.485

---

No. 2
54
Properties=species:S:1:pos:R:3:mulliken_charge:R:1 method="wB97M-V/def2-TZVPD" e_tot_ev=-72635.6391 total_charge=+3 s2=0.76 multiplicity=2 gap_ev="6.27 / 6.52" homo_energy_ev="-17.10 / -17.07" fmax_ev_per_a=1.58 lumo_energy_ev="-10.8313 / -10.5584" e_above_lowest_ev=1.749
Re -0.47108 -0.49653 -0.23724 0.909
C 2.13074 6.67887 -1.56288 -0.882
O 1.14813 5.60587 -1.39885 -0.389
C 1.54471 4.40435 -1.09835 0.712
C 2.89664 4.01795 -0.96318 -0.815
C 3.18846 2.71868 -0.66774 -1.425
C 2.17503 1.73958 -0.46895 0.219
C 2.48154 0.41753 -0.15938 1.101
C 3.84208 -0.17787 -0.14316 -1.344
O 1.53163 -0.44281 0.11948 -0.547
C 0.83251 2.18246 -0.61875 0.866
O -0.25296 1.30332 -0.46010 -0.312
C 0.50856 3.45216 -0.92592 -0.427
H 1.54462 7.57424 -1.71528 0.267
H 2.74388 6.47433 -2.43594 0.398
H 2.73130 6.76915 -0.66230 0.389
H 3.69380 4.73208 -1.10095 0.525
H 4.22817 2.44004 -0.57504 0.276
H 4.64118 0.54517 -0.02913 0.415
H 3.98463 -0.69370 -1.09913 0.364
H 3.91166 -0.92927 0.64226 0.353
H -0.52474 3.75155 -1.04599 0.550
C -3.99767 -2.77443 -0.62097 -0.712
C -4.02408 -1.25158 -0.69902 -0.802
S -2.56998 -0.42157 -1.39894 0.072
C -2.15379 -1.28887 -2.92715 -0.951
C -1.39878 -2.60084 -2.79760 -0.557
S -0.12543 -2.57733 -1.49548 -0.038
C -0.35065 -4.16960 -0.61655 -0.639
C -1.79427 -4.59187 -0.36083 -0.904
S -2.75448 -3.38503 0.54772 0.047
H -3.86725 -3.23875 -1.59642 0.356
H -4.97659 -3.08745 -0.25785 0.506
H -4.12910 -0.79451 0.28681 0.465
H -4.86720 -0.90973 -1.30159 0.526
H -1.56418 -0.55259 -3.47516 0.475
H -3.07487 -1.43144 -3.49623 0.503
H -0.87600 -2.80891 -3.73011 0.582
H -2.05464 -3.43713 -2.59223 0.231
H 0.21303 -4.05193 0.30898 0.436
H 0.18245 -4.89127 -1.23825 0.482
H -1.73058 -5.49077 0.25653 0.463
H -2.31766 -4.89105 -1.26610 0.526
C -0.03672 -0.11628 5.50376 -1.047
N -0.84022 -0.15237 4.26536 -0.150
C -0.33989 -0.38822 3.07896 0.790
N 0.94947 -0.62998 2.93375 -0.222
S -1.54400 -0.41279 1.75982 -0.368
H -0.67769 0.21193 6.31506 0.353
H 0.78124 0.59666 5.39614 0.369
H 0.34405 -1.11131 5.73559 0.379
H -1.83373 0.01734 4.33475 0.268
H 1.56379 -0.66933 3.73391 0.259
H 1.35495 -0.76617 2.01982 0.101

---

No. 3
51
Properties=species:S:1:pos:R:3:mulliken_charge:R:1 method="wB97M-V/def2-TZVPD" e_tot_ev=-30727.0026 smiles="COc1cc(NC(=O)CCN2CCN(CCO)CC2)cc(OC)c1" total_charge=0 gap_ev=8.68 homo_energy_ev=-8.12 fmax_ev_per_a=0.66 lumo_energy_ev=0.5634 e_above_lowest_ev=1.652
C 0.99266 3.57382 -0.10635 -0.734
H 0.94517 4.65962 -0.17361 0.273
O 2.36024 3.25318 -0.06992 -0.445
C 2.71988 1.93801 0.00481 -0.210
C 4.09560 1.70126 0.02224 -0.309
C 4.57053 0.40199 0.09512 0.730
C 3.67756 -0.67057 0.14803 -0.480
C 2.31635 -0.43005 0.13097 0.111
C 1.83115 0.88016 0.06166 0.066
H 0.76437 1.03905 0.05572 -0.157
N 1.36403 -1.44582 0.19684 0.060
C 1.54022 -2.79069 0.17413 0.667
O 2.60171 -3.36905 0.10172 -0.667
C 0.21740 -3.54938 0.29224 -0.795
C -0.90063 -3.02270 -0.61167 -0.861
N -1.35227 -1.68702 -0.23477 0.374
C -2.00419 -0.98709 -1.33147 -0.774
C -2.32781 0.45315 -0.91288 -0.666
N -3.13311 0.53935 0.29154 0.208
C -2.50773 -0.23918 1.34288 -1.383
C -2.22476 -1.68712 0.92977 -0.660
H -1.72811 -2.20420 1.75198 0.447
H -3.17438 -2.20925 0.71729 0.429
H -3.14188 -0.21951 2.23080 0.527
H -1.55721 0.24640 1.58857 0.299
C -4.55229 0.28200 0.08493 -0.430
H -4.98454 -0.04426 1.03313 0.433
C -5.23397 1.59300 -0.32671 -0.564
O -4.99316 2.60119 0.61766 -0.556
H -4.05533 2.54089 0.84749 0.363
H -6.31628 1.45702 -0.38013 0.390
H -4.87470 1.90781 -1.31847 0.239
H -4.75451 -0.48875 -0.67103 0.247
H -2.84215 0.96324 -1.72835 0.464
H -1.38986 0.98182 -0.71653 -0.096
H -1.32516 -0.96485 -2.18698 0.477
H -2.92873 -1.50456 -1.64154 0.264
H -1.73912 -3.73913 -0.60212 0.372
H -0.52087 -2.97016 -1.63558 0.440
H -0.08953 -3.51704 1.33991 0.270
H 0.41737 -4.59132 0.03963 0.396
H 0.38500 -1.14865 0.16597 -0.093
H 4.06231 -1.67351 0.19954 0.610
O 5.88720 0.06567 0.12213 -0.420
C 6.84519 1.09404 0.07429 -0.854
H 7.81327 0.59687 0.11184 0.248
H 6.77034 1.67094 -0.85321 0.333
H 6.75246 1.77068 0.93001 0.333
H 4.74642 2.55770 -0.02246 0.490
H 0.49943 3.13775 -0.98187 0.295
H 0.47640 3.24723 0.80280 0.299

---

No. 4
52
Properties=species:S:1:pos:R:3:mulliken_charge:R:1 method="wB97M-V/def2-TZVPD" e_tot_ev=-41546.2953 smiles="CN(C)S(=O)(=O)c1ccc(C(=O)NCC(C)(C)N2CCOCC2)cc1" total_charge=0 gap_ev=8.35 homo_energy_ev=-8.34 fmax_ev_per_a=16.92 lumo_energy_ev=0.0170 e_above_lowest_ev=17.873
C 5.27766 2.99539 0.64597 -1.140
N 5.13746 2.31070 1.79619 0.017
S 4.67844 0.63985 1.65618 1.085
O 4.79639 0.22914 3.03779 -0.719
O 5.43180 0.34662 0.58419 -0.652
C 3.03887 0.95395 1.36671 0.342
C 2.06108 1.11130 2.47021 -1.426
C 0.81205 1.23825 1.77284 -0.427
C 0.48543 1.24826 0.46009 0.845
C 1.34029 1.09529 -0.44973 0.246
C 2.85092 0.74525 -0.06991 -0.602
H 3.65551 0.76784 -0.86905 0.347
H 1.06126 1.29637 -1.55567 0.344
C -1.02621 1.32041 0.20023 0.084
O -1.74242 2.16813 0.76873 -0.724
N -1.42352 0.78542 -0.77904 -0.192
H -0.94831 0.21346 -1.29004 0.378
C -2.83007 0.74265 -1.23940 -1.753
H -2.88150 0.76832 -2.53822 0.227
H -3.32698 1.45027 -0.72657 0.709
C -3.44926 -0.59545 -1.07677 1.117
N -2.40570 -1.80447 -1.12122 0.220
C -2.89756 -3.01495 -1.97381 -1.248
H -3.48221 -2.71315 -2.71212 0.652
C -1.56238 -3.70933 -2.73637 -0.869
O -0.91882 -4.07096 -1.45331 -0.464
C -0.58032 -2.73753 -0.62480 -0.486
H 0.16609 -3.39811 0.09020 0.231
C -1.69215 -2.12797 -0.00574 -0.847
H -1.45496 -1.30396 0.51671 0.846
H -2.23365 -2.92092 0.43060 0.358
H 0.16301 -2.13906 -1.38219 0.181
H -1.98825 -4.62517 -2.98802 0.475
H -1.16965 -2.87752 -3.15832 0.452
H -3.54281 -3.50632 -1.33541 0.597
C -4.68971 -0.94082 -1.94944 -1.473
H -4.44132 -0.69046 -3.14041 0.335
H -5.36818 -1.73959 -1.46907 0.289
H -5.33295 0.09407 -1.73280 0.389
C -3.87343 -0.74027 0.53752 -1.533
H -3.37500 -0.34566 1.27012 0.548
H -4.26833 -1.72069 0.97657 0.345
H -4.77606 0.12580 0.60279 0.306
H -0.04576 1.47086 2.69277 0.098
H 2.50473 1.00089 3.25219 1.251
C 4.54884 3.11143 2.89221 -0.863
H 5.22208 4.01111 3.19614 0.318
H 3.50907 3.53494 2.74366 0.254
H 4.72403 2.39675 3.68235 0.359
H 4.48813 3.37249 0.32999 0.628
H 5.75065 2.30896 -0.20526 0.233
H 6.02368 3.86818 0.60974 0.313